[1]
58
Properties=species:S:1:pos:R:3:mulliken_charge:R:1 method="wB97M-V/def2-TZVPD" mol_weight_g_mol=343.3 homo_lumo_gap_ha=0.4191 relative_energy_kcal_mol=12.7 homo_ha=-0.511 total_charge=+1
O -1.8005 3.6935 0.7297 -0.56
H -2.5071 3.5453 1.3568 0.31
H -1.9008 4.4972 0.2181 0.25
O -1.8110 -0.5844 -3.3306 -0.62
H -1.3701 -0.8969 -2.5395 0.29
H -2.7549 -0.4334 -3.2535 0.28
O 0.1572 0.9645 4.4810 -0.66
H 0.8916 0.6456 5.0019 0.27
H 0.3674 1.8614 4.1948 0.30
O 0.1832 1.2838 -4.0575 -0.52
H -0.3714 1.2672 -3.2127 0.42
H 1.0838 1.3991 -3.4941 0.47
O -1.5737 -4.1703 -0.2037 -0.58
H -0.8377 -4.4140 0.3590 0.28
H -2.2419 -4.8567 -0.1310 0.29
O -0.6333 1.9336 -1.2217 -0.48
H -0.5440 1.3325 -0.4679 0.16
H -1.4976 2.3155 -1.3826 0.25
O 1.2899 -1.4093 4.0307 -0.72
H 0.6595 -0.7566 3.7352 0.53
H 2.1663 -1.0423 4.1656 0.29
O -1.0979 0.3302 1.0278 -0.08
H -1.0530 0.8625 1.8331 0.20
O 2.1954 2.6470 -0.1758 -0.64
H 1.4506 2.7461 0.4497 0.35
H 2.8897 2.6773 0.5057 0.32
O 2.2442 -2.6348 0.5178 -0.72
H 2.5129 -3.4483 0.0835 0.27
H 1.3287 -3.6090 -2.2841 0.21
O -0.1276 -2.7752 2.1076 -0.55
H -0.7510 -3.3205 2.5922 0.28
H 0.3947 -2.2869 2.7656 0.22
O 0.4675 3.0481 2.0959 -0.71
H 0.9111 3.8679 2.3357 0.27
H -0.3218 3.2191 1.5388 0.41
O 0.9940 -0.3014 -2.0105 -0.13
H 1.6846 -2.7883 1.2661 0.35
H 0.6370 0.1247 -1.2335 -0.05
O 2.6562 -0.0499 1.8356 -0.60
H 2.1463 0.4850 1.3050 0.33
H 2.3063 -0.9392 1.7695 0.29
O -2.9649 -1.7468 0.6854 -0.56
H -3.3646 -2.5666 0.4155 0.25
H -2.0340 -1.8829 0.8322 0.26
O -3.7849 2.1286 1.3445 -0.65
H -3.2417 1.3364 1.4520 0.32
H -4.5467 1.8490 0.8381 0.30
O 0.4146 -1.3529 -4.4141 -0.74
H 0.3415 0.2546 -4.2980 0.64
H -0.5068 -1.3684 -4.6434 0.38
O 1.1726 -2.6960 -2.1866 -0.57
H 1.4882 -2.3666 -1.3373 0.37
H 0.5890 -1.6544 -3.5047 0.41
O 2.1717 1.9605 -2.7231 -0.55
H 3.0420 2.1992 -3.0444 0.27
H 1.8743 2.4679 -1.9431 0.33
H 1.9128 0.0128 -1.9869 0.24
H -0.9857 -0.6042 1.2105 0.01


[2]
58
Properties=species:S:1:pos:R:3:mulliken_charge:R:1 method="wB97M-V/def2-TZVPD" spin_multiplicity=2 mol_weight_g_mol=343.3 homo_lumo_gap_ha="0.3860 / 0.0833" relative_energy_kcal_mol=43.4 homo_ha="-0.600 / -0.583" total_charge=+2
O -3.5958 -0.4689 1.3032 -0.60
H -3.0480 3.4669 -0.8995 0.34
H -4.4708 -0.1288 1.0573 0.31
O 0.7772 2.8288 1.3337 -0.44
H 0.2419 2.5509 0.5011 0.36
H 0.6050 -0.1952 -2.1464 0.37
O 3.4809 2.3585 1.3513 -0.62
H -1.3595 -3.5099 0.2770 0.41
H -2.3677 2.8797 -1.9824 0.37
O 0.8051 -0.9446 -1.5698 -0.65
H -3.2870 -2.8434 1.7343 0.35
H 3.0694 1.5935 1.7426 0.29
O 4.2942 -0.4174 -2.2534 -0.57
H 4.7168 -1.2021 -1.8853 0.38
H 3.3467 -0.5174 -2.2122 0.35
O -0.3635 3.4705 3.3431 -0.53
H 1.4342 2.0579 -2.6516 0.27
H -0.9400 2.7541 3.6477 0.42
O -3.1695 -2.9842 0.7845 -0.69
H -0.1343 -0.2499 1.6655 0.25
H 1.1963 3.6355 1.0032 0.43
O -2.6350 3.7737 -1.7122 -0.74
H -1.6814 -1.9176 -1.8960 0.31
O 1.7284 -3.3317 -1.9420 -0.51
H 1.9271 -3.7057 -1.0872 0.19
H 1.6186 -3.9902 -2.6361 0.30
O -2.6201 2.0524 2.8907 -0.61
H -1.5045 -0.2771 2.1488 0.26
H 1.4936 -1.5302 -1.9293 0.12
O -0.6926 0.2125 2.3081 -0.49
H 2.7173 2.7895 0.9591 0.32
H -3.3744 1.6511 3.3553 0.35
O -0.6223 -4.0623 0.6504 -0.41
H 0.0298 -3.3418 0.7421 0.31
H -2.5944 1.3226 2.2510 0.22
O -1.5403 1.1411 -0.5673 -0.29
H -0.8265 4.1600 2.8482 0.41
H 0.2638 2.9642 2.4444 0.39
O -1.6520 -2.8503 -2.0879 -0.53
H -0.7098 -3.0656 -2.1836 0.39
H 0.8292 1.6297 -3.8462 0.32
O 1.9509 -0.6894 3.0328 -0.59
H 1.2293 -0.2850 3.5256 0.31
H -3.4418 -3.8991 0.6218 0.31
O 2.5777 -4.7683 1.0124 -0.54
H 3.2494 -0.2981 -3.8974 0.44
H 2.0701 -4.5923 0.2165 0.24
O 2.6915 -0.8153 -4.5131 -0.33
H -3.6393 -1.2754 0.7401 0.31
H 1.7933 -0.8093 -4.1741 0.34
O 0.9729 1.2633 -2.9622 -0.63
H -2.4270 0.7702 -0.6312 0.24
H 2.7435 -0.3264 3.4228 0.29
O -0.4461 3.7802 -0.4737 -0.67
H -1.4009 3.7705 -0.2378 0.28
H -0.7425 4.0476 -1.3441 0.36
H -0.9080 0.4721 -0.8586 0.20
H 2.3411 -4.1039 1.6661 0.35


[3]
59
Properties=species:S:1:pos:R:3:mulliken_charge:R:1 method="wB97M-V/def2-TZVPD" mol_weight_g_mol=359.3 homo_lumo_gap_ha=0.3452 relative_energy_kcal_mol=100.2 homo_ha=-0.274 total_charge=-1
O 0.7470 -3.2722 -0.2866 -0.64
H 0.1319 -0.4162 0.7476 0.26
O 3.8511 2.4825 3.3515 -0.66
H 3.6542 2.6344 2.4027 0.40
H 3.8971 1.5275 3.2753 0.30
O 4.0550 -0.5387 -4.1038 -0.64
H -1.0143 3.0544 -1.5927 0.21
H 4.0037 -1.4808 -4.1909 0.29
O -5.3263 -1.7141 2.4043 -0.62
H -5.2875 -1.5783 1.4370 0.32
H -1.5154 1.1070 0.8901 0.44
O -1.9315 1.9584 1.0617 -0.64
H -0.5501 -0.9045 -2.1531 0.37
H 4.1814 -0.3307 -3.1783 0.36
O -1.7004 -5.9644 -0.3357 -0.64
H 1.2724 -2.4422 -0.3678 0.34
H 0.1551 -3.0306 0.4371 0.31
O -3.9674 -1.9191 -3.6156 -0.63
H -3.6663 -1.1181 -3.2467 0.31
H -3.9060 -2.7214 -3.0994 0.33
O 0.5491 4.6610 1.3886 -0.65
H -2.1737 -5.2272 0.0205 0.31
H 3.9023 -1.2637 -1.2367 0.39
O 1.4617 -0.9156 -1.1639 -0.44
H 1.5945 0.0625 -1.0660 0.28
H 0.5318 -0.9465 -1.4021 -0.02
O 0.0499 -0.5504 1.6992 -0.51
H 0.9286 -0.6663 2.0722 0.19
H 3.7877 -2.6975 -1.9926 0.29
O -1.4200 -1.3251 -2.0736 -0.52
H -4.3686 -1.8512 2.2999 0.26
H -1.5722 -1.3883 -3.0125 0.29
O 0.7452 1.4365 -0.5397 -0.63
H -3.3434 1.3254 2.7944 0.27
H -0.7747 -5.7675 -0.1902 0.32
O 4.1707 0.4028 -0.7029 -0.70
H 3.3198 0.7191 -0.3296 0.32
H 1.4221 4.3199 1.1841 0.33
O -0.9402 3.9882 -1.8191 -0.60
H -0.0983 3.9589 1.3884 0.33
H -1.8693 4.2069 -1.9793 0.34
O 2.7081 -1.4224 3.2644 -0.65
H 2.2196 -0.8855 3.9053 0.33
H 1.9889 -2.0098 2.9958 0.29
O -2.6039 -1.3706 0.4011 -0.44
H -1.6764 -1.1772 0.2295 0.17
H 1.7885 1.8307 0.4475 0.28
O -3.8022 0.5003 2.9554 -0.57
H -2.9417 -0.9098 -0.3763 0.31
H -3.0955 -0.1233 3.0987 0.30
O 4.3642 -2.0319 -1.6188 -0.68
H -1.4426 2.5421 0.4737 0.16
H 0.4765 2.2265 -0.9958 -0.10
O -3.6747 3.2980 -0.9253 -0.65
H -4.0224 3.9932 -0.3496 0.33
H -3.3403 2.7293 -0.2145 0.33
O 2.6676 2.2044 0.8963 -0.60
H 3.3746 2.4318 0.2962 0.21
H 4.5587 1.2180 -1.0354 0.31


[4]
7
Properties=species:S:1:pos:R:3:mulliken_charge:R:1 method="wB97M-V/def2-TZVPD" mol_weight_g_mol=190.9 homo_lumo_gap_ha=0.2988 relative_energy_kcal_mol=75.6 homo_ha=-0.325
N -0.9558 -0.4328 0.8272 -0.60
O 0.6333 -0.1298 -1.2400 -0.40
P 0.6952 -0.3229 0.3529 0.24
I 1.3795 1.9360 1.1362 -0.11
H -1.4363 -1.4356 0.7374 0.28
H -1.7368 0.7256 -0.1100 0.27
H 1.4210 -0.3405 -1.7037 0.32


[5]
6
Properties=species:S:1:pos:R:3:mulliken_charge:R:1 method="wB97M-V/def2-TZVPD" spin_multiplicity=3 mol_weight_g_mol=174.9 homo_lumo_gap_ha="0.3206 / 0.2768" relative_energy_kcal_mol=33.1 homo_ha="-0.317 / -0.352"
N 0.8028 -0.5651 1.0687 -0.52
P -0.5083 0.2234 -1.4725 -0.11
I -0.5317 -1.0057 2.4254 0.22
H 0.6333 -1.2172 0.3305 0.29
H -0.9652 1.2879 -0.6731 0.05
H 0.5691 1.2767 -1.6790 0.08


[6]
7
Properties=species:S:1:pos:R:3:mulliken_charge:R:1 method="wB97M-V/def2-TZVPD" mol_weight_g_mol=63.0 homo_lumo_gap_ha="0.2513 / 0.2513" relative_energy_kcal_mol=17.1 homo_ha="-0.053 / -0.053" total_charge=-1
N 0.7358 0.1950 -0.5691 -0.63
N -1.5171 -0.2569 0.7762 0.13
O -1.3255 0.2677 1.9413 -0.72
O -0.9618 0.3117 -0.2822 -0.33
H 1.1642 0.7479 0.1379 0.20
H 0.8158 -0.8539 -0.4080 0.21
H -1.4758 -1.4033 0.7482 0.13


[7]
7
Properties=species:S:1:pos:R:3:mulliken_charge:R:1 method="wB97M-V/def2-TZVPD" mol_weight_g_mol=63.0 homo_lumo_gap_ha="0.2795 / 0.2794" relative_energy_kcal_mol=16.2 homo_ha="-0.083 / -0.083" total_charge=-1
N -1.3442 -0.9261 -0.5367 -0.56
N 0.7027 0.1536 -0.8065 0.01
O 0.1838 1.2783 -0.5749 -0.57
O -0.0127 -0.9236 -0.7378 -0.02
H -1.6129 0.1034 -0.4179 0.13
H 0.9229 0.2127 1.1837 -0.29
H 1.1605 0.1017 1.8900 0.31


[8]
7
Properties=species:S:1:pos:R:3:mulliken_charge:R:1 method="wB97M-V/def2-TZVPD" smiles="N/N=P/O" mol_weight_g_mol=78.0 homo_lumo_gap_ha=0.3512 relative_energy_kcal_mol=32.5 homo_ha=-0.355
N 0.1659 -0.2827 -0.3004 -0.28
N 1.6056 0.5971 -0.1732 -0.47
O -2.2824 -0.6790 -0.2769 -0.46
P -1.2181 0.5570 -0.1096 0.37
H 1.4622 1.2805 0.5221 0.24
H 2.1382 0.0052 0.3721 0.25
H -1.8714 -1.4782 -0.0340 0.35


[9]
6
Properties=species:S:1:pos:R:3:mulliken_charge:R:1 method="wB97M-V/def2-TZVPD" smiles="[H]/N=P/N" mol_weight_g_mol=62.0 homo_lumo_gap_ha="0.3225 / 0.3224" relative_energy_kcal_mol=29.8 homo_ha="-0.332 / -0.332"
N -0.3905 -0.8043 1.3655 -0.54
N 0.6812 0.4377 -0.8020 -0.50
P -0.7370 -0.3543 -0.4009 0.28
H -1.3620 -1.1638 1.5572 0.19
H 1.0703 0.8515 0.0127 0.29
H 0.7380 1.0332 -1.7325 0.29


[10]
6
Properties=species:S:1:pos:R:3:mulliken_charge:R:1 method="wB97M-V/def2-TZVPD" smiles="N1=[PH2]N1" mol_weight_g_mol=62.0 homo_lumo_gap_ha=0.2942 relative_energy_kcal_mol=107.5 homo_ha=-0.317
N 0.6246 0.7333 -0.2628 -0.34
N 1.2675 -0.5388 0.3421 -0.37
P -0.2692 -0.6620 0.0209 0.21
H 0.6844 1.5648 0.4814 0.25
H -0.9608 -1.1038 -1.2780 0.13
H -1.3464 0.0064 0.6964 0.11


[11]
8
Properties=species:S:1:pos:R:3:mulliken_charge:R:1 method="wB97M-V/def2-TZVPD" mol_weight_g_mol=77.0 homo_lumo_gap_ha="0.3498 / 0.2864" relative_energy_kcal_mol=39.1 homo_ha="-0.355 / -0.325"
N -1.4058 -0.1482 -0.2101 -0.27
N -0.6211 0.9264 -0.3340 -0.36
N 1.4025 0.0119 0.0676 0.67
O 1.1073 -1.1434 -0.0606 -0.46
O 2.4530 0.5310 0.1266 -0.46
H -1.4715 -0.7622 0.6573 0.28
H -1.0133 -0.8138 -0.8325 0.32
H -0.4510 1.3983 0.5858 0.27


[12]
9
Properties=species:S:1:pos:R:3:mulliken_charge:R:1 method="wB97M-V/def2-TZVPD" mol_weight_g_mol=109.1 homo_lumo_gap_ha="0.3042 / 0.3044" relative_energy_kcal_mol=76.5 homo_ha="-0.318 / -0.318"
N -1.1748 -1.4800 -0.3290 0.13
N 1.1080 -0.1440 -0.4774 -0.28
N 0.0256 0.2882 -1.1929 -0.36
O -0.2629 -1.8550 0.4035 -0.37
O -1.5985 1.0949 0.7506 -0.48
S -1.5083 0.1114 -0.6109 0.48
H 1.3196 -0.0966 0.4969 0.28
H 1.7596 -0.8635 -0.9734 0.28
H -1.0231 1.7690 0.7180 0.32